A structure of composition C32H39BKN9O5, computed with the ωB97M-V functional and the def2-TZVPD basis.

Atoms and positions in Å:
K1 0.850 -0.382 0.328
O1 -1.902 0.612 0.576
O2 -1.855 0.416 4.168
O3 5.847 0.157 0.222
O4 -0.545 -0.531 2.602
O5 3.656 -1.017 0.390
N1 3.433 -3.200 -0.372
N2 1.833 2.012 -1.879
N3 1.269 0.880 -2.367
N4 -0.437 3.107 -2.035
N5 2.096 -3.006 -0.221
N6 1.249 2.421 0.917
N7 0.969 3.427 0.050
N8 -0.677 -2.775 -0.305
N9 -1.510 2.832 -1.260
C1 4.112 -2.087 -0.100
C2 -1.503 0.173 2.994
C3 -2.588 2.304 2.161
C4 -2.420 0.815 1.894
C5 0.212 3.413 -4.412
C6 -0.089 -3.944 -0.029
C7 -2.783 -3.694 0.359
C8 -3.919 2.449 -1.550
C9 6.186 -3.294 -0.905
C10 1.360 2.104 3.357
C11 2.273 0.064 -2.666
C12 6.366 -0.987 -0.237
C13 5.579 -2.141 -0.415
C14 -1.982 -2.653 -0.097
C15 7.536 -3.330 -1.215
C16 0.242 5.804 0.005
C17 8.304 -2.183 -1.036
C18 0.742 4.286 2.062
C19 1.371 -4.053 -0.170
C20 1.122 2.931 2.134
C21 3.508 0.667 -2.364
C22 -0.818 -5.045 0.425
C23 -2.182 -4.916 0.617
C24 -2.552 2.756 -2.077
C25 -3.770 0.102 1.964
C26 -2.154 2.978 -3.405
C27 3.179 1.905 -1.854
C28 -0.789 3.191 -3.330
C29 2.009 -1.296 -3.227
C30 7.728 -1.023 -0.555
C31 0.651 4.555 0.713
C32 4.054 2.974 -1.292
B1 1.001 3.248 -1.476
H1 -3.841 -3.533 0.521
H2 0.895 2.563 -4.476
H3 1.402 1.046 3.107
H4 -3.902 1.531 -0.960
H5 -4.191 0.205 2.964
H6 -0.641 5.627 -0.613
H7 2.195 -1.325 -4.305
H8 4.866 -0.061 0.380
H9 5.556 -4.164 -1.037
H10 -3.314 2.738 1.465
H11 -4.460 0.525 1.226
H12 -2.395 -1.667 -0.281
H13 3.719 3.253 -0.291
H14 1.034 6.167 -0.653
H15 0.969 -1.573 -3.051
H16 0.534 4.960 2.878
H17 2.292 2.391 3.852
H18 0.541 2.219 4.070
H19 -2.924 2.450 3.186
H20 -0.295 3.532 -5.370
H21 7.985 -4.240 -1.595
H22 -2.765 2.963 -4.295
H23 -4.624 2.324 -2.373
H24 -1.636 2.824 2.026
H25 9.362 -2.192 -1.277
H26 4.038 3.875 -1.910
H27 0.816 4.302 -4.219
H28 0.006 6.580 0.734
H29 -0.303 -5.973 0.642
H30 5.076 2.603 -1.220
H31 8.307 -0.119 -0.413
H32 -3.639 -0.962 1.752
H33 -2.766 -5.752 0.983
H34 1.509 4.240 -1.969
H35 2.645 -2.044 -2.752
H36 -4.286 3.249 -0.903
H37 1.827 -5.047 -0.181
H38 4.494 0.236 -2.437
H39 -1.674 1.467 0.169

* net charge: -2
* LUMO level: 4.27 eV
* F_max: 0.1 eV/Å
* calculated total energy: -74474.335 eV
* highest occupied orbital energy: -0.0988 Eh
* ΔE to the lowest compared entry with this formula, charge and spin: 0.0 kJ/mol